The following is a DFT calculation (ωB97M-V/def2-TZVPD) of a structure of composition C2H6O3.

Calculated values
charge	+1
relative energy (zero: lowest compared OMol25 entry of this formula, charge and spin)	0.0	kcal/mol
multiplicity	2
highest occupied orbital energy (spin up / spin down)	-17.847 / -17.721	eV
HOMO-LUMO gap (spin up / spin down)	13.640 / 8.277	eV
DFT total energy	-305.1782	Ha

Each line ends with the Mulliken spin population.
Atoms and positions in Å:
H (-0.11025, -0.15225, -1.33969)  0.00
O (0.69406, -0.87451, -2.04065)  0.01
O (-0.61230, 0.45380, -0.49706)  0.07
H (1.08185, -1.43255, -1.35216)  0.00
H (0.13595, -1.49731, -2.52756)  0.00
C (-0.13442, 0.24751, 0.64882)  -0.04
O (0.67185, -0.71591, 0.86354)  0.91
C (-0.57841, 1.08214, 1.79207)  0.04
H (-1.24808, 1.88089, 1.52636)  0.02
H (-1.08022, 0.50097, 2.57151)  0.00
H (0.32899, 1.43786, 2.27341)  0.00

The following is a DFT calculation (ωB97M-V/def2-TZVPD) of a cluster of 2 separate species, C2H6O3Si in total.

Calculated values
relative energy (zero: lowest compared OMol25 entry of this formula, charge and spin)	19.4	kcal/mol
multiplicity	1
highest occupied orbital energy	-9.069	eV
HOMO-LUMO gap	9.445	eV
DFT total energy	-595.0113	Ha

Each line ends with the Mulliken charge.
Atoms and positions in Å:
O (0.39744, 3.32518, -0.86710)  -0.38
C (0.97344, 2.32299, -0.96042)  0.73
C (1.53961, 1.18175, -0.85875)  -0.81
Si (0.56316, -0.29098, -0.14717)  0.48
O (-0.55640, 0.62004, 0.70590)  -0.50
H (2.60350, 1.21632, -0.89570)  0.35
H (0.05998, -1.26538, -1.17705)  -0.09
H (1.26530, -0.95441, 1.02716)  -0.11
H (-1.42976, 0.35763, 0.40865)  0.32
O (-1.81428, -1.97442, 0.57365)  -0.63
H (-1.88969, -1.54373, 1.39326)  0.33
H (-1.71231, -2.99498, 0.79757)  0.31

The following is a DFT calculation (ωB97M-V/def2-TZVPD) of a structure of composition C2H6O3V.

Calculated values
multiplicity	4
highest occupied orbital energy (spin up / spin down)	-8.209 / -8.674	eV
HOMO-LUMO gap (spin up / spin down)	7.215 / 7.508	eV
DFT total energy	-1249.3310	Ha

Each line ends with the Mulliken spin population.
Atoms and positions in Å:
O (0.14895, 1.17640, -0.47311)  0.03
V (1.54890, 0.19241, -1.21479)  2.05
O (1.76225, 0.77022, 0.54081)  0.90
C (-1.10782, 0.81766, 0.03531)  0.00
C (-1.30608, -0.68325, 0.16257)  0.02
H (-1.25526, 1.30851, 1.01394)  0.00
H (-1.86721, 1.23564, -0.64961)  0.00
H (-0.67117, -1.09492, 0.96057)  0.00
H (-2.35251, -0.91522, 0.40595)  0.00
H (-1.05160, -1.19015, -0.78157)  -0.01
O (3.08274, -0.45037, -0.31990)  0.01
H (3.06881, -1.16693, 0.31982)  0.01

The following is a DFT calculation (ωB97M-V/def2-TZVPD) of a cluster of 2 separate species, C2H6OS in total.

Calculated values
relative energy (zero: lowest compared OMol25 entry of this formula, charge and spin)	14.8	kcal/mol
multiplicity	1
highest occupied orbital energy	-8.905	eV
HOMO-LUMO gap	9.737	eV
DFT total energy	-553.1798	Ha

Each line ends with the Mulliken charge.
Atoms and positions in Å:
C (1.71471, 0.02458, -3.96635)  -0.06
O (0.90178, -0.33932, -3.14954)  -0.38
H (1.46963, 0.83678, -4.66443)  0.22
H (2.70510, -0.45462, -4.02634)  0.22
C (-0.28579, 1.06618, 2.08534)  -0.70
S (-1.11540, -0.52071, 2.40923)  -0.19
H (-0.48105, 1.47343, 1.09660)  0.28
H (-0.54180, 1.74514, 2.89907)  0.28
H (0.77770, 0.86158, 2.18416)  0.23
H (-2.27335, -0.24380, 1.81515)  0.10

The following is a DFT calculation (ωB97M-V/def2-TZVPD) of a cluster of 2 separate species, C2H6OS in total.

Calculated values
charge	+1
relative energy (zero: lowest compared OMol25 entry of this formula, charge and spin)	15.2	kcal/mol
multiplicity	2
highest occupied orbital energy (spin up / spin down)	-14.231 / -14.135	eV
HOMO-LUMO gap (spin up / spin down)	9.844 / 4.804	eV
DFT total energy	-552.8401	Ha

Each line ends with the Mulliken spin population.
Atoms and positions in Å:
C (1.48413, 0.48564, 0.35092)  -0.02
S (1.35581, -1.32213, 0.51031)  0.93
H (0.57226, 0.80829, -0.26415)  0.07
H (2.36693, 0.78060, -0.20781)  0.03
H (1.49498, 0.99166, 1.31294)  0.00
H (1.68259, -1.64698, -0.80416)  -0.02
O (-1.48645, 0.61883, -0.88577)  0.02
C (-2.26936, -0.00120, -0.21085)  0.00
H (-2.64529, -0.93503, -0.68220)  0.00
H (-2.55561, 0.22031, 0.88077)  0.00

The following is a DFT calculation (ωB97M-V/def2-TZVPD) of a cluster of 2 separate species, C2H6OS2 in total.

Calculated values
charge	-1
relative energy (zero: lowest compared OMol25 entry of this formula, charge and spin)	11.8	kcal/mol
multiplicity	2
highest occupied orbital energy (spin up / spin down)	-0.321 / -3.837	eV
HOMO-LUMO gap (spin up / spin down)	3.487 / 6.987	eV
DFT total energy	-951.3619	Ha

Each line ends with the Mulliken spin population.
Atoms and positions in Å:
S (-2.52978, 1.86773, -0.67979)  0.49
S (-3.08461, 0.08630, 0.43278)  0.40
H (-1.62270, 1.25378, -1.41730)  0.01
H (-2.34507, -0.29960, 1.50801)  0.09
C (1.31676, 0.27097, 0.75061)  0.00
C (1.14091, -0.70706, -0.12020)  -0.01
O (2.24025, -1.08194, -0.89198)  0.00
H (0.50659, 0.67314, 1.36328)  0.00
H (2.19117, 0.94545, 0.83669)  0.00
H (0.25340, -1.31152, -0.22060)  0.01
H (1.93308, -1.69723, -1.56151)  0.00

Q: multiplicity of number 5 (C2H6OS)?
A: 2

Q: Number 5 is which compound?
A: C2H6OS

Q: What is the DFT total energy in the fifth record?
A: -552.8401 Ha

What did the fifth record say?
The following is a DFT calculation (ωB97M-V/def2-TZVPD) of a cluster of 2 separate species, C2H6OS in total.

Calculated values
charge	+1
relative energy (zero: lowest compared OMol25 entry of this formula, charge and spin)	15.2	kcal/mol
multiplicity	2
highest occupied orbital energy (spin up / spin down)	-14.231 / -14.135	eV
HOMO-LUMO gap (spin up / spin down)	9.844 / 4.804	eV
DFT total energy	-552.8401	Ha

Each line ends with the Mulliken spin population.
Atoms and positions in Å:
C (1.48413, 0.48564, 0.35092)  -0.02
S (1.35581, -1.32213, 0.51031)  0.93
H (0.57226, 0.80829, -0.26415)  0.07
H (2.36693, 0.78060, -0.20781)  0.03
H (1.49498, 0.99166, 1.31294)  0.00
H (1.68259, -1.64698, -0.80416)  -0.02
O (-1.48645, 0.61883, -0.88577)  0.02
C (-2.26936, -0.00120, -0.21085)  0.00
H (-2.64529, -0.93503, -0.68220)  0.00
H (-2.55561, 0.22031, 0.88077)  0.00